{
  "formula": "C10H21Cl2PSn",
  "method": "ωB97M-V/def2-TZVPD",
  "species": ["H", "H", "H", "C", "Cl", "H", "H", "Sn", "C", "H", "H", "H", "C", "Cl", "H", "C", "H", "C", "H", "P", "C", "H", "H", "H", "C", "C", "H", "H", "H", "H", "H", "C", "C", "H", "H"],
  "xyz": [[-2.256384, 0.363963, -0.961984], [-0.662067, 1.776316, 2.747622], [-0.219246, 2.124471, -0.917320], [-0.346255, 1.223234, -1.600389], [0.930208, -2.507847, -0.003998], [3.310585, -0.914436, -1.922029], [-1.544348, -2.633298, 1.497219], [1.312336, -0.197089, -0.257416], [-1.922411, -1.652006, 1.794953], [-2.424166, -1.751250, 2.766718], [-0.435998, -1.255087, 4.168894], [3.509722, 1.018444, -1.283123], [-1.400908, 0.999515, 2.528743], [1.927965, 1.153979, 1.602406], [-2.319919, -1.170563, -2.662920], [0.729151, 0.413625, -1.895213], [-2.666603, -1.339239, 1.056807], [0.515609, -0.810249, -2.980644], [-1.964385, 0.769946, 3.444170], [-0.545119, -0.456496, 1.824965], [-1.945048, -0.222247, -3.087098], [0.779816, -2.025250, 3.121630], [0.418431, -1.792489, -2.451933], [-2.385498, 1.762216, -2.169446], [0.275608, -1.081386, 3.349268], [-0.691271, -0.519992, -3.899988], [-0.441794, 0.343388, -4.530154], [1.442405, -0.841989, -3.590134], [1.697678, 1.038782, -2.250848], [-0.852933, -1.363502, -4.604987], [1.031080, -0.359320, 3.670761], [-1.781958, 0.836372, -1.890884], [3.134590, -0.049931, -1.210003], [-2.100752, 1.393020, 1.784086], [-2.713720, 0.207994, -3.747932]],
  "forces_ev_per_a": [[0.3255, 0.6995, -1.0002], [-0.1373, -0.1070, -0.0363], [-0.0243, -1.1036, -0.9979], [-4.1877, 3.4272, 0.5763], [0.2266, -0.8257, 0.0313], [0.3427, 1.6345, 0.5387], [-0.0389, 0.1203, 0.0070], [2.9814, -3.1140, 7.3303], [-0.3700, -0.2764, -0.3856], [0.2198, 0.1722, -0.1555], [-0.0001, 0.1380, -0.3896], [-0.0079, -1.7127, -0.3399], [-0.0583, 0.4266, -0.1914], [0.4411, 0.7763, 0.0950], [0.0213, 0.3862, -0.2032], [0.3519, 1.0604, -8.9900], [0.0238, -0.0732, 0.0192], [0.2494, 0.8723, 0.5296], [0.2176, -0.1290, -0.2509], [-1.0351, -0.2135, 1.2297], [-0.4377, 0.5254, 0.7525], [-0.0252, 0.0937, 0.0290], [-0.0592, 0.8330, -0.4935], [0.7118, -1.0921, 0.6256], [0.5608, -0.0251, -0.1296], [0.6051, 0.1150, 0.1958], [-0.0120, -0.0365, 0.1218], [-0.4966, -0.1077, 0.4619], [-2.3340, -1.1931, 0.4921], [0.0083, 0.3842, 0.5252], [-0.1297, -0.1731, -0.0074], [-0.3844, -0.3620, -0.3265], [2.2695, -0.6642, 0.0775], [0.0629, 0.0210, 0.0905], [0.1188, -0.4770, 0.1683]],
  "molar_mass_g_mol": 361.9,
  "e_tot_ev": -50871.073,
  "gap_ev": [8.25, 6.84]
}

{
  "formula": "C2HClO",
  "method": "ωB97M-V/def2-TZVPD",
  "species": ["O", "C", "C", "Cl", "H"],
  "xyz": [[-1.308952, 0.085278, -0.240649], [1.234645, 0.589665, 0.460374], [-0.482399, 1.002605, -0.235066], [1.751765, -0.873297, -0.111128], [-1.195057, -0.804252, 0.126471]],
  "forces_ev_per_a": [[-2.2411, -0.9231, -0.1390], [-2.6904, 1.3822, -0.1044], [4.1506, 0.9122, 0.4930], [-0.0915, -0.7981, -0.5659], [0.8724, -0.5732, 0.3163]],
  "molar_mass_g_mol": 76.5,
  "e_tot_ev": -16652.821,
  "gap_ev": [7.19, 7.06]
}

{
  "formula": "C44H40I2NO19P",
  "method": "ωB97M-V/def2-TZVPD",
  "species": ["C", "C", "H", "H", "H", "C", "H", "I", "H", "H", "N", "O", "H", "C", "H", "C", "H", "C", "O", "C", "H", "O", "O", "H", "H", "H", "C", "H", "C", "C", "H", "C", "O", "H", "I", "H", "O", "H", "C", "H", "O", "O", "O", "C", "H", "C", "O", "C", "C", "C", "O", "C", "H", "O", "H", "H", "C", "H", "H", "C", "H", "H", "C", "C", "H", "C", "H", "O", "O", "H", "O", "C", "O", "H", "C", "C", "H", "C", "C", "C", "H", "C", "C", "C", "P", "C", "O", "H", "H", "C", "C", "H", "C", "H", "H", "H", "C", "C", "O", "C", "O", "H", "C", "C", "C", "C", "C"],
  "xyz": [[-0.226879, -10.035520, 7.472922], [-3.619902, -2.720481, -1.304035], [4.197461, 5.602827, 1.033210], [2.260378, -5.911209, 4.802114], [4.998465, 7.712887, 2.185112], [-0.873159, 0.533799, 1.135605], [-5.040130, 1.808260, -11.802783], [9.105436, 5.211249, 0.281349], [10.161447, 4.215384, 4.428681], [3.106409, -1.824577, 6.065260], [3.232093, 4.359067, 5.960242], [-3.495367, -0.427240, -1.813840], [6.314059, 6.321160, 1.137940], [2.422057, -4.879455, 4.515545], [1.755403, 3.430198, 1.141947], [-0.796356, 1.649781, 0.413003], [-3.842932, -4.814256, -1.074907], [2.384428, -4.480197, 3.245732], [-5.296559, -1.385669, -8.698741], [4.084832, 3.727114, 2.813368], [-4.950455, 1.078639, -9.425080], [5.947636, 6.112765, 3.155238], [-5.492709, 0.164626, -13.757192], [0.389113, -6.232234, 6.646755], [10.529292, 4.202183, 2.693629], [-5.838225, -2.299886, -13.031599], [-5.138772, 0.385886, -10.235966], [7.805526, 4.840853, 4.072583], [0.227284, -7.263822, 6.933599], [-4.866405, -2.976124, -3.865767], [-5.748872, -3.029189, -10.653573], [-8.078232, 1.086245, -7.577014], [-7.839264, 3.327799, -8.243401], [0.147004, 2.092363, 0.138355], [7.963252, 2.199354, 3.522532], [-0.458276, -10.320094, 5.386558], [0.078097, -9.443683, 9.727463], [7.541219, 7.101480, 2.155707], [-5.186787, 0.776807, -11.508533], [2.190138, -5.164942, 2.429893], [-1.942501, 3.363743, -0.717495], [-0.076386, -7.854791, 4.678516], [-2.252970, -1.072380, 2.160108], [-7.716478, 0.121030, -6.733295], [-5.449003, 1.899820, -4.757369], [6.893041, 6.193983, 2.087393], [-6.404072, -0.508009, -4.885188], [0.041795, -9.079193, 8.570591], [3.742577, 5.921832, 2.001774], [-4.648334, -4.158055, -3.003348], [3.298767, 3.321969, 5.063528], [2.876286, -2.107020, 3.978469], [-4.639187, -0.890110, -4.087484], [2.572146, -2.699335, 1.721781], [0.008006, 0.010502, 1.487523], [-0.388551, -11.066859, 7.759714], [2.608159, -3.062984, 2.880475], [9.986347, 5.754200, 3.553250], [-5.343889, -3.156308, -4.820259], [-6.528796, 2.700855, -6.394871], [-8.118850, -0.881985, -6.795205], [4.095889, 0.857520, 0.502107], [-5.602013, -1.997840, -10.948298], [-5.446891, -0.190504, -12.598441], [-3.141778, -2.539465, -0.348302], [7.716497, 4.878216, 1.906440], [3.037960, -1.074368, 3.692123], [2.016981, 2.499241, 1.097510], [2.997987, 1.137436, 3.116076], [4.296473, 7.160379, 3.757306], [2.182693, 4.372664, 6.483288], [2.913114, -2.508524, 5.248700], [-4.991783, -5.268629, -3.355741], [-6.125280, 3.703598, -6.333223], [2.689777, -3.924353, 5.613372], [-6.167075, 1.735227, -5.551478], [-4.345710, 0.195393, 1.303931], [0.265317, -7.662912, 8.203858], [-0.264373, -9.635800, 6.202773], [-7.511710, 2.449316, -7.472845], [5.172484, 2.595633, 4.364866], [-4.491612, -1.758080, -3.478048], [-6.734224, 0.372464, -5.656704], [-2.181136, -0.054732, 1.499772], [3.327369, 2.179666, 2.070607], [8.346653, 4.338645, 3.237741], [3.210378, 4.848726, 2.769640], [-4.200127, 2.278764, -0.045593], [2.882417, 6.581041, 1.737091], [9.858471, 4.653920, 3.447424], [4.516155, 3.486179, 4.297352], [6.991340, 4.106443, 1.559486], [4.745407, 6.814540, 2.799394], [5.022846, 3.937309, 2.247444], [-8.795309, 0.921384, -8.371281], [0.459920, -6.978041, 9.019204], [-5.341848, -1.030750, -9.859181], [-2.014059, 2.345479, -0.056372], [4.498116, 1.530902, 1.065201], [-3.398092, 0.641303, 1.029757], [2.724412, -4.292676, 6.771927], [5.060662, 4.359465, 4.718581], [-5.649986, -1.607408, -12.221125], [-0.040900, -8.219253, 5.836798], [-3.995213, -3.937969, -1.692304], [-3.839599, -1.539005, -2.168928], [-3.320405, 1.756449, 0.307532]],
  "forces_ev_per_a": [[-0.0309, -0.0643, -0.2598], [0.0327, -0.1681, 0.1315], [-0.2549, -0.1370, 0.6725], [-0.0164, 0.0029, -0.0035], [-0.2473, -0.5331, 0.4081], [0.2028, 0.1300, -0.0767], [-0.0145, -0.0154, -0.0425], [-0.4333, -0.1684, 0.3026], [-0.2298, 0.3534, -0.6548], [-0.0093, -0.0177, 0.0148], [-0.8374, 0.2111, 0.3714], [0.0312, -0.1441, -0.0834], [0.6126, -0.1067, 0.4856], [-0.0216, -0.0898, -0.2106], [-0.0103, 0.0520, 0.0667], [-0.1410, -0.1868, 0.0337], [-0.0176, -0.0179, -0.0294], [-0.0284, -0.2096, 0.1024], [-0.0447, 0.0411, -0.0116], [0.9704, 0.1807, 0.3382], [0.0081, -0.0296, 0.0267], [0.2376, 0.1782, -0.6078], [0.0055, -0.0251, 0.0876], [0.0175, -0.0048, -0.0005], [-0.5150, 0.4657, 0.2217], [0.0035, 0.0380, -0.0293], [-0.0045, 0.1774, -0.1531], [0.1927, -0.6002, -0.5986], [0.0227, 0.0852, 0.2121], [0.0383, 0.1796, 0.0066], [0.0122, 0.0157, 0.0454], [-0.0203, -0.2349, 0.0803], [0.0511, -0.0613, 0.0353], [-0.0508, -0.0528, -0.0846], [0.2585, 0.6655, -0.2707], [0.0021, 0.0364, -0.0282], [-0.0106, 0.0081, -0.0902], [-0.3115, -0.6367, 0.3396], [0.0318, 0.0876, 0.2620], [-0.0131, 0.0228, -0.0121], [0.0256, -0.0421, 0.0672], [0.0535, -0.0277, 0.0678], [-0.0106, 0.0195, -0.0916], [-0.1383, 0.0354, -0.2095], [-0.0082, -0.0324, 0.0128], [0.0985, 0.0622, -1.1167], [-0.6056, 0.4445, -0.4536], [0.0173, -0.0415, 0.2488], [-0.0331, 1.5069, -0.0160], [-0.1174, -0.1729, -0.1310], [1.1072, -0.1696, -0.5215], [0.0696, 0.1530, 0.1762], [0.1279, 0.0828, 0.0213], [0.0170, -0.0392, 0.0536], [-0.0058, -0.0004, 0.0342], [0.0085, 0.0160, 0.0451], [-0.0189, 0.0973, -0.1344], [0.0429, -0.6545, -0.4275], [-0.0067, -0.0058, 0.0063], [0.1470, -0.0708, 0.1939], [0.0460, -0.0136, 0.0310], [0.0118, -0.1579, 0.0118], [-0.0326, -0.0673, -0.2379], [-0.0081, 0.0682, -0.2567], [-0.0037, 0.0177, 0.0042], [-0.9849, -0.4390, 0.7943], [-0.0436, 0.0604, -0.0426], [2.0969, 0.2988, 1.0518], [0.3262, 2.0403, -1.7287], [0.1542, -0.3300, -0.6822], [0.2540, 0.1669, 0.1951], [0.0166, 0.0788, -0.1528], [0.0454, 0.0734, 0.0569], [-0.0281, 0.0087, -0.0312], [0.0236, 0.0382, 0.2160], [0.0585, 0.2092, -0.0399], [0.0252, -0.0419, 0.0040], [0.0193, 0.1863, -0.1546], [-0.0308, -0.2042, 0.1498], [-0.0924, 0.1604, -0.1535], [-0.6969, 0.3814, 0.0929], [0.4051, -0.4234, 0.1964], [0.0279, -0.2044, 0.0790], [-0.0306, -0.1555, 0.0772], [-0.4616, -3.4773, 0.9236], [0.6364, 0.9896, 0.0462], [0.4664, -0.3037, -0.8122], [0.0268, 0.0087, -0.0407], [0.5029, -0.4853, 0.2069], [-0.3352, -0.5125, 1.0076], [-0.3187, -0.4301, -0.4787], [0.7242, 0.5809, -0.0847], [-0.3565, -0.1082, 0.1477], [-0.6555, -0.2500, 0.2676], [0.0009, 0.0465, -0.0086], [0.0088, -0.0281, 0.0162], [0.0244, -0.0485, 0.2034], [-0.0598, 0.0817, -0.1396], [-1.4113, 1.8113, 0.8091], [-0.1040, 0.2971, -0.0306], [-0.0597, -0.0344, -0.0825], [-0.3567, -0.4480, -0.6289], [-0.0237, -0.2002, 0.1789], [-0.0159, 0.0860, -0.1906], [0.1030, 0.1301, 0.1755], [0.0169, 0.0384, -0.0187], [-0.1498, -0.0831, 0.2300]],
  "molar_mass_g_mol": 1171.6,
  "e_tot_ev": -112150.460,
  "gap_ev": 8.02
}